Record 1
Density functional theory data (ωB97M-V/def2-TZVPD) for C33H28Cl5KN4O6S as an isolated structure in a non-equilibrium geometry.

XYZ file:
```
78
Properties=species:S:1:pos:R:3
K -1.57521 -1.47164 0.10809
O 0.67682 -3.74597 -1.82174
C 0.21549 -3.67477 -0.65514
O -0.96967 -3.66546 -0.29553
C 1.24228 -3.54728 0.45994
C 2.34430 -4.39414 0.53069
C 3.20574 -4.27341 1.60222
C 2.95935 -3.29682 2.55821
C 1.84624 -2.48532 2.38933
N 1.00809 -2.59693 1.36593
C 1.51117 -1.42894 3.42266
O 2.55962 -0.66148 3.81619
O 0.43916 -1.31102 3.93079
H -0.56787 -2.97156 -3.06552
H 2.50414 -5.11574 -0.25821
H 4.06335 -4.92844 1.69904
H 3.60026 -3.17995 3.42288
H 3.25917 -0.71277 3.15209
N -3.12694 0.63104 -2.02640
C -3.09355 2.07837 -1.81900
C -2.59094 2.44067 -0.42587
C -3.54614 2.00543 0.68936
C -2.90298 1.94693 2.07447
N -1.85908 0.92640 2.13613
H -3.24699 0.42704 -3.01157
H -3.93395 0.23431 -1.56020
H -4.08369 2.53467 -1.97911
H -2.42212 2.50658 -2.56698
H -2.42391 3.52104 -0.37447
H -1.60973 1.98162 -0.29937
H -3.93375 1.00411 0.48646
H -4.41100 2.67930 0.71807
H -3.67722 1.67259 2.79685
H -2.53356 2.94333 2.35981
H -1.63014 0.67488 3.08929
H -0.99543 1.27926 1.73498
O -1.54561 -0.64835 -4.80342
C -0.87864 -1.29063 -4.02033
O -1.29365 -2.42913 -3.52259
C 0.51158 -0.81628 -3.64531
C 1.32189 -0.40956 -4.73693
C 2.60097 -0.02505 -4.49575
C 3.07222 0.00305 -3.16411
C 4.38578 0.41015 -2.82521
C 4.77469 0.45193 -1.51865
C 3.86340 0.10144 -0.49572
C 2.59757 -0.29924 -0.79915
C 2.17381 -0.37426 -2.14582
N 0.89330 -0.78535 -2.39354
H 0.89566 -0.41456 -5.73001
H 3.25592 0.29042 -5.30110
H 5.06148 0.71033 -3.61810
H 5.77019 0.78988 -1.25805
H 4.15816 0.20140 0.54106
H 1.86817 -0.50720 -0.02784
Cl -2.55755 -2.61145 2.85264
C -4.18528 -2.26330 2.25001
C -4.31487 -1.68521 0.99857
C -5.62976 -1.48253 0.62520
Cl -5.98425 -0.78175 -0.97527
C -6.74336 -1.79420 1.40407
Cl -8.37023 -1.50504 0.85312
C -6.54478 -2.35825 2.65902
Cl -7.89723 -2.76045 3.66937
C -5.24431 -2.59960 3.08918
Cl -4.98502 -3.31067 4.65753
S 1.30364 2.04003 0.93736
C 2.54468 3.24923 0.76514
C 3.30607 3.36211 -0.41692
C 4.31637 4.30148 -0.55853
C 4.62542 5.18125 0.47362
C 3.88880 5.09185 1.65249
C 2.88201 4.15073 1.79689
H 3.08089 2.68002 -1.22967
H 4.87442 4.34457 -1.48871
H 5.41456 5.91556 0.36311
H 4.10857 5.76519 2.47529
H 2.32301 4.08556 2.72268
```

Summary:
- LUMO energy (hartree) = 0.1438
- charge = -2
- DFT total energy (Ha) = -5244.067284
- M (g/mol) = 825.04
- frontier orbital gap (eV) = 5.738
- E_HOMO (hartree) = -0.067

Results of the Mulliken charge analysis, in e, for atoms 1 through 4: atom 1 (K): 1.0939, atom 2 (O): -0.9017, atom 3 (C): 0.1439, atom 4 (O): -0.8871

Record 2
Density functional theory data (ωB97M-V/def2-TZVPD) for C33H28IrO5P2S2 as an isolated structure in a non-equilibrium geometry.

XYZ file:
```
71
Properties=species:S:1:pos:R:3
Ir -0.12824 0.05724 -0.51503
S -0.13626 0.41851 3.50158
P 1.00258 1.39713 2.23709
C 0.38056 1.58437 0.59147
P -1.07022 2.40152 0.11680
S -2.27817 0.80500 -0.05212
C -0.85722 3.15908 -1.52174
C 0.38811 3.16127 -2.13952
C 0.52891 3.70470 -3.40987
C -0.56888 4.24359 -4.06404
C -1.81571 4.23939 -3.44939
C -1.95914 3.69737 -2.18225
C -1.51564 3.86009 1.12011
C -1.19287 5.16172 0.74569
C -1.49749 6.22030 1.58727
C -2.12314 5.98575 2.80420
C -2.44604 4.69055 3.18240
C -2.14804 3.63014 2.34005
C 1.31105 3.10753 2.81486
C 1.87915 4.04708 1.95888
C 2.14098 5.33379 2.40376
C 1.84448 5.68934 3.71280
C 1.28297 4.75552 4.57201
C 1.01361 3.47008 4.12278
C 2.68313 0.70564 2.12988
C 2.86682 -0.54182 1.53572
C 4.13318 -1.10297 1.47691
C 5.22248 -0.43786 2.02214
C 5.04066 0.79311 2.63522
C 3.77628 1.36361 2.68914
H 1.23092 2.70096 -1.63933
H 1.49756 3.68276 -3.89246
H -0.45789 4.65867 -5.05826
H -2.67649 4.65267 -3.96038
H -2.93404 3.68246 -1.70736
H -0.69762 5.35055 -0.19811
H -1.24082 7.23072 1.29389
H -2.35465 6.81405 3.46262
H -2.91958 4.50356 4.13793
H -2.38026 2.61113 2.63435
H 2.11288 3.76612 0.93724
H 2.57066 6.06206 1.72656
H 2.04503 6.69626 4.05883
H 1.04682 5.02968 5.59306
H 0.56101 2.72980 4.77164
H 2.02862 -1.10110 1.14181
H 4.25450 -2.07137 1.00793
H 6.20965 -0.88187 1.97565
H 5.88214 1.31556 3.07444
H 3.65182 2.32396 3.17300
O 1.79920 -3.82367 -0.62586
C 1.00044 -2.93104 -0.88306
O 0.69872 -1.95492 -0.10607
C 0.22699 -2.99596 -2.20835
C -1.27868 -2.79414 -1.96896
C -2.07315 -3.29484 -3.17736
C -1.77437 -2.18185 -4.21326
C -0.87233 -1.24287 -3.40663
O -1.42479 -1.36541 -2.07894
C 0.52920 -1.85446 -3.23202
C 1.56920 -0.79694 -2.85467
O 2.61865 -0.76625 -3.47415
O 1.25673 0.11507 -1.97998
H 0.42654 -3.96554 -2.66026
H -1.62861 -3.10353 -0.98771
H -3.13806 -3.35554 -2.95397
H -1.73371 -4.27992 -3.49621
H -2.68590 -1.66094 -4.50603
H -1.28383 -2.54657 -5.11538
H -0.89068 -0.19630 -3.70259
H 0.90768 -2.27220 -4.16281
```

Summary:
- LUMO energy (spin up / spin down) (hartree) = 0.0689 / 0.0845
- charge = -1
- DFT total energy (Ha) = -3234.049002
- M (g/mol) = 822.88
- frontier orbital gap (spin up / spin down) (eV) = 6.440 / 6.881
- E_HOMO (spin up / spin down) (hartree) = -0.168 / -0.168

Results of the Mulliken charge analysis, in e, for atoms 1 through 4: atom 1 (Ir): 1.7201, atom 2 (S): -0.5196, atom 3 (P): 1.3966, atom 4 (C): -0.6760

Record 3
Density functional theory data (ωB97M-V/def2-TZVPD) for C33H28N8O2Rh as an isolated structure.

XYZ file:
```
72
Properties=species:S:1:pos:R:3
Rh 1.14129 -0.83125 -0.57020
C 0.85410 -0.06879 6.29966
C 0.59337 0.07510 4.82581
C 0.43905 1.32593 4.23045
C 0.27451 1.45657 2.86636
C 0.21364 0.34410 2.01045
N 0.18874 0.49911 0.62902
C -0.59647 1.49314 0.04896
C -1.82682 1.88681 0.59425
C -2.65153 2.79139 -0.04003
C -2.31998 3.33220 -1.28232
C -3.26187 4.24891 -2.01183
C -1.10290 2.96489 -1.82801
C -0.23989 2.09900 -1.16187
N 1.05398 1.90151 -1.73645
C 1.78658 2.81674 -2.40413
C 2.92296 2.19723 -2.87023
C 2.81903 0.87631 -2.43344
N 1.68550 0.71251 -1.75891
C 0.30455 -0.91185 2.62804
C 0.53093 -1.03158 3.99675
N 0.12174 -2.12993 1.89803
C -0.43842 -3.26551 2.36901
C -0.32894 -4.23216 1.39776
C 0.31193 -3.59777 0.33224
N 0.57899 -2.33814 0.64864
H 0.43000 0.76634 6.85526
H 1.92594 -0.09212 6.50611
H 0.42350 -0.98966 6.69155
H 0.47385 2.21750 4.84518
H 0.18784 2.44392 2.42812
H -2.13639 1.44924 1.53505
H -3.59338 3.06122 0.42325
H -3.74079 4.94633 -1.32504
H -4.05232 3.68044 -2.50600
H -2.74297 4.82725 -2.77512
H -0.80784 3.35804 -2.79351
H 1.44847 3.83480 -2.48503
H 3.71992 2.63848 -3.44086
H 3.48557 0.03883 -2.56250
H 0.66256 -2.01978 4.42047
H -0.87977 -3.29455 3.34934
H -0.67364 -5.24906 1.44727
H 0.59088 -3.97190 -0.63891
O 2.21431 -2.43566 -4.02107
C 1.65670 -2.09353 -3.00610
O 2.18377 -2.04245 -1.81670
C 0.17436 -1.74166 -3.03816
C -0.56413 -1.94007 -4.21200
C -1.91000 -1.72709 -4.17625
C -2.53473 -1.39278 -2.95491
C -3.94015 -1.27293 -2.83939
C -4.51617 -1.04051 -1.62571
C -3.70922 -0.92431 -0.47402
C -2.34876 -1.00256 -0.55568
C -1.73048 -1.22110 -1.80475
N -0.36669 -1.33031 -1.90351
H -0.03048 -2.25643 -5.09631
H -2.51823 -1.84854 -5.06422
H -4.54556 -1.39166 -3.72905
H -5.59129 -0.96364 -1.53750
H -4.17791 -0.76938 0.48923
H -1.72988 -0.91337 0.32417
N 3.11808 0.57849 1.21356
C 4.36565 0.53586 1.70622
C 4.93219 -0.64550 1.28162
C 3.93817 -1.27328 0.52262
N 2.84409 -0.52289 0.50407
H 2.38155 1.24733 1.38174
H 4.75016 1.33500 2.31629
H 5.92492 -1.00393 1.48488
H 3.95430 -2.20287 -0.02174
```

Summary:
- LUMO energy (hartree) = -0.1104
- relative energy (zero: lowest compared OMol25 entry of this formula, charge and spin) (kcal/mol) = 0.0
- charge = +1
- DFT total energy (Ha) = -1973.324580
- M (g/mol) = 671.55
- frontier orbital gap (eV) = 6.916
- E_HOMO (hartree) = -0.365

Results of the Mulliken charge analysis, in e, for atoms 1 through 4: atom 1 (Rh): -0.3312, atom 2 (C): -1.6315, atom 3 (C): 0.3027, atom 4 (C): -0.9922